# 1
Formula: C4H3FN2O7
Source: the Open Molecules 2025 dataset
Level of theory: ωB97M-V with the def2-TZVPD basis set

Values from the calculation:
- DFT total energy (a.u.) = -889.963627

Geometry as ORCA input:
```
! RIJCOSX wB97M-V def2-TZVPD def2/J DEFGRID3
* xyz 0 1
O 0.8590 2.1551 1.4117
N 1.4900 1.8649 0.3989
O 2.3366 0.8855 0.8263
C 2.1888 -0.3346 0.0037
O 1.7492 0.0565 -1.3454
O 1.4000 -1.4063 0.6310
C -0.0330 -1.0713 0.7138
O -0.4835 -0.7086 1.9472
C -1.1186 -1.1512 -0.5161
O -0.7150 -1.7873 -1.6508
N -2.5063 -0.5506 -0.5344
C -2.5562 0.8481 0.0355
O -2.7698 1.1895 1.3082
F -2.4024 1.9753 -0.9568
H 3.2928 -0.7701 -0.1246
H 2.5036 -0.0105 -2.0080
H -3.2351 -1.1844 -0.1400
*
```



# 2
Formula: C14H16N6RuSe
Source: the Open Molecules 2025 dataset
Level of theory: ωB97M-V with the def2-TZVPD basis set

Values from the calculation:
- DFT total energy (a.u.) = -3366.220261
- <S²> = 6.047

Geometry as ORCA input:
```
! RIJCOSX wB97M-V def2-TZVPD def2/J DEFGRID3
* xyz 4 5
Ru -0.6543 -0.9462 0.9963
N -1.7657 0.3524 2.2051
C -1.6808 -0.1470 3.6108
C -0.2013 -0.3251 3.9010
N 0.3985 -1.1393 2.7982
H -1.4042 1.3080 2.1203
H -2.7350 0.3818 1.8930
H -2.2011 -1.1140 3.6362
H -2.1748 0.5059 4.3515
H -0.0691 -0.8155 4.8851
H 0.2777 0.6539 3.9677
H 0.4262 -2.1259 3.0490
H 1.3648 -0.8373 2.6328
Se 0.3620 -4.4780 -0.6934
N -1.1326 -4.6733 -1.8585
C -1.9113 -3.6218 -1.6839
C -3.1750 -3.3824 -2.3062
C -3.8363 -2.2209 -1.9440
C -3.2953 -1.2834 -1.0163
N -2.1328 -1.4712 -0.4107
C -1.4383 -2.5927 -0.7190
N -0.3083 -2.7580 -0.0348
H -3.5127 -4.0849 -3.0594
H -4.8063 -1.9858 -2.3627
H -3.8853 -0.3988 -0.7766
N 0.7418 0.5035 -0.0928
C 1.4692 1.2402 -0.6629
C 2.3835 2.1613 -1.3111
C 3.7036 1.7718 -1.6670
C 4.5672 2.6802 -2.2619
C 4.1115 3.9850 -2.5222
C 2.7937 4.3873 -2.2341
C 1.9411 3.4770 -1.6357
H 3.9929 0.7350 -1.5172
H 5.6033 2.4296 -2.4845
H 4.8114 4.7073 -2.9165
H 2.4749 5.4061 -2.4365
H 0.8973 3.7152 -1.4391
*
```



# 3
Formula: C16H22FN5O3
Source: the Open Molecules 2025 dataset
Level of theory: ωB97M-V with the def2-TZVPD basis set

Values from the calculation:
- DFT total energy (a.u.) = -1222.179103
- relative energy (zero: lowest compared OMol25 entry of this formula, charge and spin) (eV) = 0.000

Geometry as ORCA input:
```
! RIJCOSX wB97M-V def2-TZVPD def2/J DEFGRID3
* xyz 0 1
O 2.4731 3.5597 -1.6909
F 4.5573 -1.3506 0.5848
N -1.3143 -3.7657 -0.4698
N -3.5240 -3.6051 -0.9940
N 1.0588 -0.7550 1.1372
O -3.0036 -2.3093 -0.6890
O 1.9607 1.0327 -2.4785
C 2.3564 2.7406 -0.7688
C -1.6922 -2.4977 -0.4121
C -2.4867 -4.3726 -0.8472
C 2.3940 -0.8134 1.3210
C 0.5044 -1.5023 0.1669
C 1.3065 -2.2194 -0.7101
C 2.6865 -2.2170 -0.6238
C 3.2258 -1.4746 0.4376
N 2.1156 1.4402 -1.1231
N -0.9078 -1.4458 0.0594
C -2.6363 -5.8200 -1.0895
C 2.3565 3.2264 0.6926
C -1.6025 -0.2755 0.6838
C 1.0363 2.8983 1.4162
C -1.5720 0.8938 -0.2957
C -0.1710 3.5310 0.7188
C -2.2631 2.1116 0.2630
C -1.4731 2.9309 1.2943
H 1.9598 1.8191 -3.0639
H 2.8087 -0.2750 2.1740
H 0.8549 -2.8197 -1.4623
H 3.3192 -2.7877 -1.3199
H 1.8544 0.8148 -0.3936
H -3.2982 -5.9399 -1.9758
H -1.6552 -6.2486 -1.3005
H -3.1356 -6.3953 -0.2660
H 3.1513 2.7328 1.2350
H 2.5437 4.2789 0.6968
H -1.2111 0.0274 1.6645
H -2.6597 -0.5150 0.8873
H 0.9144 1.8358 1.3637
H 1.1159 3.2130 2.4479
H -2.1032 0.5275 -1.1600
H -0.5306 1.1301 -0.5871
H -0.1113 3.3434 -0.3644
H -0.1579 4.6481 0.8416
H -3.2152 1.7942 0.7146
H -2.4914 2.7994 -0.5851
H -2.1233 3.7203 1.6643
H -1.2148 2.3554 2.2057
*
```



# 4
Formula: C3H4ErO4
Source: the Open Molecules 2025 dataset
Level of theory: ωB97M-V with the def2-TZVPD basis set

Values from the calculation:
- DFT total energy (a.u.) = -1432.605601
- relative energy (zero: lowest compared OMol25 entry of this formula, charge and spin) (eV) = 0.000
- <S²> = 6.004

Geometry as ORCA input:
```
! RIJCOSX wB97M-V def2-TZVPD def2/J DEFGRID3
* xyz 0 5
C -1.3722 0.2817 -0.0034
C -0.3601 0.0216 -0.8508
O 0.6429 0.9472 -1.0611
C 1.9358 0.6391 -0.6685
O 2.7971 1.4178 -1.0569
O 2.0901 -0.4183 0.0058
O -2.4071 -0.5714 0.1303
Er 1.0529 -1.9573 1.1873
H -1.3179 1.1323 0.6807
H -0.4060 -0.8119 -1.5582
H -2.9564 -0.3278 0.8813
H 0.3010 -0.3529 2.3136
*
```



# 5
Formula: C8H10NO4PS
Source: the Open Molecules 2025 dataset
Level of theory: ωB97M-V with the def2-TZVPD basis set

Values from the calculation:
- DFT total energy (a.u.) = -1405.735546
- <S²> = 2.021

Geometry as ORCA input:
```
! RIJCOSX wB97M-V def2-TZVPD def2/J DEFGRID3
* xyz 0 3
C 3.1216 1.0739 0.0798
C 3.0991 -1.3508 -0.0445
C 1.7732 1.0782 0.1795
C 1.6813 -1.3912 0.0961
C 3.7867 -0.1640 -0.0808
C 1.0886 -0.1319 0.1776
C -4.6046 0.9320 1.1046
C -4.3652 -0.8314 -0.8796
N 5.2257 -0.0612 -0.1932
O 5.6745 1.0378 -0.3950
O 5.8784 -1.0748 -0.0528
O -1.1605 1.3892 0.3191
O -0.9625 -0.6422 -1.1822
P -4.0784 -0.7820 0.7826
S -0.7214 -0.0053 0.3449
H 3.6816 2.0127 -0.1316
H 3.4732 -2.3880 -0.3532
H 1.2940 1.9862 0.4479
H 1.0475 -2.1507 0.2806
H -5.4060 0.9433 1.8250
H -4.7605 1.3864 0.2445
H -3.8264 1.5132 1.6708
H -4.5773 -1.7574 -1.4252
H -1.8278 -0.6724 -1.3379
H -4.5348 0.0506 -1.4770
*
```



# 6
Formula: C42H49N9Re
Source: the Open Molecules 2025 dataset
Level of theory: ωB97M-V with the def2-TZVPD basis set

Values from the calculation:
- DFT total energy (a.u.) = -2200.401335
- <S²> = 3.880

Geometry as ORCA input:
```
! RIJCOSX wB97M-V def2-TZVPD def2/J DEFGRID3
* xyz 2 4
Re 0.1224 0.2327 -0.0090
C 0.2980 -5.0986 -2.7663
C 1.5369 -4.2423 -3.0482
C 1.1763 -2.8073 -2.8954
C 0.5876 -1.9894 -3.8509
C 0.4253 -2.2787 -5.2979
C -1.0295 -2.5060 -5.7253
C 0.2449 -0.7661 -3.1829
C -0.1898 0.4310 -3.6903
C -0.3587 1.5767 -2.9121
C -0.6354 2.8489 -3.5184
C -0.6026 3.1348 -4.9769
C 0.8376 3.1989 -5.5084
C -0.8657 3.7325 -2.4890
C -0.6882 2.9853 -1.2744
C -0.9120 3.5421 -0.0315
C -0.8637 2.9382 1.2098
N -0.4372 1.6543 1.4911
C -0.5189 1.5576 2.8634
C -0.1890 0.4684 3.6686
C 0.1716 -0.7702 3.2136
N 0.3031 -1.0682 1.8713
C 0.6475 -2.3542 1.8140
C 0.7626 -2.9939 0.4823
C 1.2265 -2.0305 -1.7176
N 0.6145 -0.8574 -1.8598
C 0.7380 -2.9502 3.0948
C 0.4367 -1.9458 3.9960
C 0.2908 -2.0765 5.4660
C -1.1486 -2.4710 5.8235
C 1.1246 -4.3645 3.3483
C 2.6122 -4.5948 3.0575
C -1.0455 2.7633 3.4407
C -1.2763 3.6264 2.3996
C -1.8203 5.0070 2.4782
C -0.6894 6.0152 2.7199
C -1.3775 2.9637 4.8760
C -2.6875 2.2429 5.2230
N -0.3519 1.6736 -1.5355
C -1.2570 5.1610 -2.6079
C -0.0432 6.0864 -2.7494
H 0.5246 -6.1478 -2.9161
H -0.5059 -4.8184 -3.4414
H -0.0453 -4.9645 -1.7437
H 1.8777 -4.4231 -4.0678
H 2.3393 -4.5214 -2.3676
H 0.9979 -3.1746 -5.5380
H 0.8371 -1.4508 -5.8813
H -1.4607 -3.3532 -5.1964
H -1.0479 -2.7211 -6.7913
H -1.6483 -1.6326 -5.5301
H -0.3545 0.5153 -4.7524
H -1.0852 4.0920 -5.1745
H -1.1544 2.3692 -5.5276
H 1.3818 4.0220 -5.0508
H 0.8191 3.3583 -6.5834
H 1.3771 2.2770 -5.3017
H -1.1828 4.5857 -0.0304
H -0.2456 0.6057 4.7385
H 1.0404 -4.0454 0.5411
H 0.5454 -1.1450 5.9726
H 0.9720 -2.8513 5.8174
H -1.8463 -1.6902 5.5317
H -1.2252 -2.6310 6.8940
H -1.4345 -3.3895 5.3185
H 0.5162 -5.0147 2.7146
H 0.9235 -4.6245 4.3865
H 2.8884 -4.1990 2.0813
H 2.8378 -5.6574 3.0851
H 3.2282 -4.0988 3.8030
H -2.5291 5.0657 3.3044
H -2.3594 5.2652 1.5663
H -0.1244 5.7448 3.6084
H -1.1015 7.0092 2.8668
H -0.0065 6.0424 1.8740
H -1.4920 4.0286 5.0782
H -0.5743 2.5899 5.5140
H -3.5164 2.6773 4.6691
H -2.8903 2.3359 6.2858
H -2.6287 1.1856 4.9727
H -1.8442 5.4637 -1.7410
H -1.8899 5.2801 -3.4893
H 0.5856 6.0403 -1.8642
H -0.3767 7.1113 -2.8846
H 0.5550 5.8082 -3.6120
N -2.6514 -3.3410 -0.4315
C -2.5293 -2.0121 -0.4763
N -1.2781 -1.6959 -0.2079
C -0.6457 -2.8909 -0.0183
N -1.4734 -3.8977 -0.1387
C 1.8445 -2.1974 -0.3595
C 3.1631 -2.9280 -0.2766
N 4.2759 -2.3489 -0.0744
C 4.3488 -1.0393 0.1898
C 3.1783 -0.3118 0.3656
N 1.9927 -0.8179 0.1036
H -3.4699 -3.9195 -0.5686
H -3.3146 -1.3199 -0.7024
H 3.1625 -4.0022 -0.3717
H 5.3285 -0.5997 0.2646
H 3.2212 0.7278 0.6732
*
```